Entry 1:
Computed, not measured: a cluster of 3 separate species, C12H30FN6O2 in total, with ωB97M-V with the def2-TZVPD basis set.

Atoms and positions in Å:
1 F 0.419 -1.476 3.363
2 C 1.458 -2.065 2.593
3 C 2.600 -0.942 2.433
4 N 3.251 -1.177 1.109
5 C 3.837 -0.097 0.541
6 N 4.456 -0.205 -0.750
7 C 4.906 1.119 -1.005
8 N 4.609 1.965 0.105
9 N 3.951 1.225 1.045
10 H 1.893 -3.013 3.029
11 H 1.027 -2.219 1.541
12 H 3.320 -0.892 3.306
13 H 2.060 0.066 2.350
14 H 3.274 -2.084 0.622
15 H 5.428 1.459 -1.959
16 H 4.811 2.954 0.270
17 H 3.622 1.574 1.949
18 C -3.169 -1.674 2.668
19 C -2.556 -0.771 1.602
20 C -3.245 0.604 1.488
21 O -4.496 0.581 0.814
22 C -5.591 0.176 1.620
23 N -2.555 -1.482 0.318
24 H -4.111 -2.122 2.347
25 H -2.490 -2.499 2.900
26 H -3.350 -1.123 3.594
27 H -1.515 -0.590 1.893
28 H -2.601 1.253 0.883
29 H -3.341 1.089 2.467
30 H -5.489 0.513 2.656
31 H -5.708 -0.908 1.581
32 H -6.498 0.618 1.202
33 H -2.058 -0.916 -0.369
34 H -3.515 -1.487 -0.026
35 C 1.607 1.653 -3.510
36 C 0.110 1.414 -3.690
37 C -0.623 1.085 -2.374
38 O -0.417 -0.244 -1.903
39 C 0.792 -0.435 -1.199
40 N -0.085 0.365 -4.696
41 H 2.168 0.726 -3.377
42 H 2.019 2.148 -4.394
43 H 1.802 2.299 -2.648
44 H -0.321 2.343 -4.077
45 H -1.698 1.165 -2.560
46 H -0.389 1.815 -1.588
47 H 1.075 0.447 -0.613
48 H 1.592 -0.707 -1.892
49 H 0.655 -1.275 -0.514
50 H -1.081 0.274 -4.886
51 H 0.157 -0.525 -4.259

As for the HOMO-LUMO gap: 7.2 eV. As for the electronic energy: -28674.2245 eV. The max |F| is 5.31 eV/A. Its net charge is +1.

Löwdin atomic charge list, values in e, 6 entries: number 1, F, carries -0.0698; number 2, C, carries -0.1283; number 3, C, carries -0.1258; number 4, N, carries 0.0688; number 5, C, carries -0.2795; number 6, N, carries 0.1398

***

Entry 2:
Computed, not measured: a structure of composition C12H30FO8P2Zn, with ωB97M-V with the def2-TZVPD basis set.

Atoms and positions in Å:
1 Zn -0.023 0.423 0.231
2 F 0.524 -1.400 -0.668
3 C -4.517 3.961 -2.071
4 C -4.041 2.761 -1.341
5 O -3.245 2.229 -2.288
6 P -2.675 0.673 -2.107
7 O -1.704 0.535 -0.988
8 O -4.049 -0.305 -1.933
9 C -4.047 -1.641 -1.574
10 C -5.150 -1.877 -0.453
11 O -2.089 0.217 -3.579
12 C -1.303 -0.923 -3.569
13 C -1.093 -1.372 -5.013
14 H -3.714 4.696 -2.026
15 H -4.889 3.639 -3.044
16 H -5.394 4.449 -1.646
17 H -3.550 2.809 -0.369
18 H -4.921 2.136 -1.189
19 H -4.229 -2.166 -2.512
20 H -3.102 -1.980 -1.149
21 H -5.333 -2.935 -0.265
22 H -4.846 -1.416 0.487
23 H -6.125 -1.448 -0.681
24 H -0.324 -0.677 -3.159
25 H -1.842 -1.706 -3.035
26 H -0.820 -2.422 -5.121
27 H -2.032 -1.374 -5.566
28 H -0.300 -0.879 -5.576
29 C 5.384 0.916 0.279
30 C 4.458 -0.281 0.567
31 O 4.058 -0.312 1.903
32 P 2.556 -0.266 2.505
33 O 1.595 0.213 1.533
34 O 2.343 -1.717 3.261
35 C 2.523 -2.902 2.631
36 C 3.952 -3.415 2.680
37 O 2.732 0.794 3.715
38 C 1.703 1.690 4.056
39 C 2.129 3.106 3.959
40 H 4.863 1.810 -0.064
41 H 6.251 0.986 0.936
42 H 5.912 0.647 -0.636
43 H 3.663 -0.353 -0.175
44 H 4.870 -1.208 0.169
45 H 1.755 -3.578 3.008
46 H 2.308 -2.731 1.576
47 H 4.720 -2.723 2.335
48 H 4.116 -3.915 3.635
49 H 4.173 -4.079 1.844
50 H 0.791 1.454 3.508
51 H 1.366 1.561 5.084
52 H 3.093 3.111 4.467
53 H 2.157 3.507 2.946
54 H 1.362 3.676 4.483

As for the HOMO-LUMO gap: 8.5 eV. As for the electronic energy: -99020.5806 eV. The max |F| is 7.83 eV/A. Its net charge is +1.

Löwdin atomic charge list, values in e, 6 entries: number 1, Zn, carries 1.0615; number 2, F, carries -0.5474; number 3, C, carries -0.0572; number 4, C, carries -0.3584; number 5, O, carries -0.1670; number 6, P, carries 0.6920

***

Entry 3:
Computed, not measured: a structure of composition C12H30FeO6, with ωB97M-V with the def2-TZVPD basis set.

Atoms and positions in Å:
1 Fe 0.391 0.346 0.043
2 C 0.791 0.235 -3.842
3 C 0.659 1.503 -2.958
4 O 0.919 1.284 -1.685
5 H 0.488 0.441 -4.890
6 H 0.305 -0.644 -3.417
7 H 1.849 -0.070 -3.902
8 H -0.361 1.929 -3.174
9 H 1.421 2.224 -3.373
10 C -0.582 -3.358 -0.530
11 C -0.907 -2.228 -1.533
12 O -0.760 -1.018 -1.005
13 H -1.331 -3.460 0.257
14 H 0.331 -3.036 -0.017
15 H -0.355 -4.336 -0.992
16 H -1.981 -2.347 -1.852
17 H -0.273 -2.414 -2.442
18 C 2.706 -2.440 -1.735
19 C 2.815 -1.916 -0.302
20 O 2.189 -0.729 -0.089
21 H 3.244 -3.412 -1.815
22 H 3.105 -1.742 -2.476
23 H 1.687 -2.664 -2.048
24 H 3.901 -1.730 -0.127
25 H 2.355 -2.681 0.369
26 C -2.393 -1.082 1.735
27 C -1.061 -1.034 2.484
28 O -0.011 -0.601 1.789
29 H -2.567 -1.978 1.142
30 H -2.543 -0.150 1.188
31 H -3.227 -1.120 2.478
32 H -0.882 -2.038 2.999
33 H -1.201 -0.443 3.448
34 C 0.736 1.670 3.382
35 C 1.334 2.417 2.191
36 O 1.477 1.716 1.065
37 H -0.342 1.479 3.333
38 H 0.914 2.248 4.312
39 H 1.180 0.676 3.494
40 H 2.300 2.894 2.547
41 H 0.726 3.365 2.031
42 C -2.431 3.637 0.115
43 C -1.864 2.409 0.895
44 O -1.316 1.497 0.097
45 H -3.423 3.427 -0.304
46 H -1.795 3.853 -0.752
47 H -2.372 4.547 0.733
48 H -2.729 2.043 1.522
49 H -1.116 2.831 1.611

As for the HOMO-LUMO gap (alpha / beta): 5.6 / 5.5 eV. As for the electronic energy: -59594.3120 eV. The max |F| is 1.96 eV/A. Its spin multiplicity is 6. Its net charge is -3.

Löwdin atomic charge list, values in e, 6 entries: number 1, Fe, carries 1.0659; number 2, C, carries -0.1232; number 3, C, carries -0.5222; number 4, O, carries -0.3016; number 5, H, carries 0.0347; number 6, H, carries 0.0325

***

Entry 4:
Computed, not measured: a structure of composition C12H30KN2O4, with ωB97M-V with the def2-TZVPD basis set.

Atoms and positions in Å:
1 K -0.844 1.507 1.517
2 C -3.620 -3.431 -2.539
3 O -2.731 -2.451 -2.056
4 C -2.160 -2.809 -0.768
5 C -1.720 -1.518 -0.070
6 N -2.772 -0.566 0.118
7 C -3.758 -0.887 1.153
8 C -3.119 -1.195 2.517
9 O -2.485 -0.006 3.081
10 C -2.102 -0.162 4.471
11 H -4.419 -3.447 -1.797
12 H -3.336 -4.477 -2.422
13 H -3.962 -3.351 -3.570
14 H -1.263 -3.363 -1.047
15 H -2.604 -3.511 -0.062
16 H -0.971 -1.093 -0.737
17 H -1.316 -1.794 0.904
18 H -3.318 -0.669 -0.726
19 H -4.353 -1.773 0.929
20 H -4.467 -0.068 1.268
21 H -2.330 -1.947 2.532
22 H -3.955 -1.517 3.138
23 H -1.564 -1.089 4.671
24 H -2.950 -0.074 5.152
25 H -1.470 0.654 4.819
26 C 2.246 0.803 3.346
27 O 1.673 0.727 2.015
28 C 2.715 0.468 1.138
29 C 2.143 0.506 -0.292
30 N 1.931 1.854 -0.870
31 C 3.185 2.553 -1.274
32 C 3.197 2.994 -2.744
33 O 3.527 1.945 -3.630
34 C 3.657 2.378 -4.946
35 H 1.505 1.058 4.104
36 H 2.963 1.599 3.544
37 H 2.600 -0.197 3.598
38 H 3.022 -0.576 1.189
39 H 3.559 1.158 1.159
40 H 1.236 -0.091 -0.392
41 H 2.871 -0.008 -0.920
42 H 1.434 1.618 -1.717
43 H 4.077 1.960 -1.071
44 H 3.140 3.525 -0.782
45 H 3.669 3.946 -2.988
46 H 2.144 3.198 -2.938
47 H 2.694 2.619 -5.397
48 H 4.184 1.691 -5.609
49 H 4.217 3.311 -4.998

As for the HOMO-LUMO gap (alpha / beta): 8.6 / 2.9 eV. As for the electronic energy: -40406.1116 eV. The max |F| is 4.18 eV/A. Its spin multiplicity is 2. Its net charge is +2.

Löwdin atomic charge list, values in e, 6 entries: number 1, K, carries 0.8925; number 2, C, carries -0.1058; number 3, O, carries -0.1837; number 4, C, carries -0.1886; number 5, C, carries -0.2393; number 6, N, carries -0.0809